(1)
The following is a quantum chemistry calculation of a cluster of 2 separate species, C4H11NO2 in total, from the OMol25 dataset.

Summary:
SMILES ... C[C@@H](N)CC=O.O
ΔE to the lowest compared entry with this formula, charge and spin ... 1.316 eV
Charge ... 0
Gap between HOMO and LUMO ... 9.96 eV

Geometry as XYZ:
```
18
Properties=species:S:1:pos:R:3:forces:R:3
C 0.196 -0.339 -0.768 -0.38 1.06 0.70
C -0.605 -1.030 0.342 0.16 -0.55 -0.15
C -1.184 0.002 1.299 -0.75 0.38 -0.58
C -2.173 0.899 0.591 -0.28 0.28 0.04
O -2.208 2.095 0.713 0.17 0.14 0.05
N 0.169 -2.031 1.059 -0.28 0.10 0.64
H -0.435 0.225 -1.456 -0.14 -0.40 -0.33
H 0.879 -1.008 -1.267 0.01 -0.21 -0.32
H 0.764 0.477 -0.306 0.39 -0.27 0.03
H -1.452 -1.592 -0.069 0.04 0.15 -0.18
H -0.437 0.678 1.694 0.33 -0.07 0.35
H -1.762 -0.470 2.100 0.29 -0.14 0.05
H -2.953 0.438 -0.052 0.18 -0.38 0.02
H 1.092 -1.732 1.342 -0.04 -0.11 -0.22
H 0.160 -2.934 0.616 0.31 0.04 -0.10
H 3.567 1.407 -2.209 -0.08 0.13 0.11
H 3.228 2.885 -2.029 -0.01 0.01 0.01
O 3.153 2.029 -1.598 0.07 -0.15 -0.11
```
Positions in Å, forces in eV/Å.


(2)
The following is a quantum chemistry calculation of a cluster of 2 separate species, C4H11NO2 in total, from the OMol25 dataset.

Summary:
SMILES ... CCCNC=O.O
ΔE to the lowest compared entry with this formula, charge and spin ... 1.235 eV
Charge ... 0
Gap between HOMO and LUMO ... 10.58 eV

Geometry as XYZ:
```
18
Properties=species:S:1:pos:R:3:forces:R:3
C -0.693 -2.594 -1.067 -0.84 0.64 -0.27
N 0.307 -2.168 -0.248 0.36 -0.35 0.09
C 0.513 -0.810 0.224 -1.27 -0.70 0.92
C 0.237 -0.810 1.747 0.12 0.95 0.48
C -1.213 -0.374 2.098 1.69 0.47 -0.46
O -0.815 -3.688 -1.559 0.18 -0.11 0.40
H -1.475 -1.813 -1.204 0.27 0.08 -0.41
H 0.578 -2.859 0.438 0.50 -0.23 -0.46
H -0.203 -0.121 -0.254 0.12 -0.32 -0.03
H 1.499 -0.428 -0.019 0.26 -0.27 -0.01
H 0.899 -0.024 2.137 -0.14 -0.22 0.33
H 0.485 -1.736 2.290 0.25 0.10 -0.61
H -1.269 -0.150 3.167 -0.20 -0.03 -0.18
H -1.212 0.563 1.517 -1.23 -0.19 0.42
H -1.970 -1.104 1.820 -0.06 0.21 -0.20
H 0.671 5.916 -3.725 -0.29 -0.15 0.02
H 2.173 5.796 -3.539 0.10 -0.06 0.02
O 1.487 6.404 -3.822 0.19 0.20 -0.05
```
Positions in Å, forces in eV/Å.


Strongest force on any atom / eV/A: 1.33, 1.81
E_LUMO / eV: 0.8, 0.8
E_tot / eV: -9910.9258, -9911.0064